Entry 1:
7
Properties=species:S:1:pos:R:3:lowdin_charge:R:1 method="wB97M-V/def2-TZVPD" homo_energy_ha="-0.2888 / -0.3945" relative_energy_ev=3.049 gap_ev="7.38 / 9.81"
C -1.28 -0.66 -0.42 -0.599
N -1.97 -0.33 -1.29 0.068
N 1.14 -0.21 -0.05 -0.295
P -0.08 -0.86 0.83 0.720
H 0.96 0.22 -0.94 0.032
H 2.07 -0.14 0.38 0.048
H -0.84 1.98 1.49 0.026

Entry 2:
8
Properties=species:S:1:pos:R:3:lowdin_charge:R:1 method="wB97M-V/def2-TZVPD" homo_energy_ha=-0.3639 relative_energy_ev=4.221 smiles="C1N=NON1" gap_ev=10.81
C -0.34 0.64 -0.03 -0.176
N 0.06 0.23 1.33 0.037
N 0.84 -0.65 1.24 -0.025
O 1.08 -1.14 -0.02 -0.124
N 0.32 -0.32 -0.98 0.032
H -1.37 0.55 -0.02 0.077
H -0.24 1.67 -0.20 0.088
H -0.35 -0.98 -1.34 0.090

Entry 3:
8
Properties=species:S:1:pos:R:3:lowdin_charge:R:1 method="wB97M-V/def2-TZVPD" homo_energy_ha="-0.3828 / -0.3840" relative_energy_ev=7.097 gap_ev="9.65 / 9.77"
C 0.20 0.93 -3.26 -0.118
N -0.54 1.81 -3.35 0.049
N 0.38 -0.93 -0.89 0.036
N 0.97 -1.31 1.18 0.042
O 0.36 -0.68 0.32 -0.221
H 0.94 -1.77 -1.13 0.061
H 0.72 0.01 -3.12 0.019
H 1.68 -2.10 0.70 0.133

Entry 4:
8
Properties=species:S:1:pos:R:3:lowdin_charge:R:1 method="wB97M-V/def2-TZVPD" homo_energy_ha="-0.3048 / -0.3027" relative_energy_ev=6.594 gap_ev="8.11 / 8.13"
C 0.03 -0.01 0.65 -0.212
N -0.15 -0.98 -1.39 0.108
N -1.18 0.49 0.03 -0.106
N 0.65 -0.51 -0.53 -0.165
O -1.37 1.56 -0.51 0.012
H 0.65 0.74 1.15 0.126
H -0.27 -0.85 1.27 0.118
H 1.64 -0.44 -0.68 0.120

Entry 5:
8
Properties=species:S:1:pos:R:3:lowdin_charge:R:1 method="wB97M-V/def2-TZVPD" homo_energy_ha=-0.3644 relative_energy_ev=4.785 gap_ev=10.86
C -1.55 -0.89 -0.49 -0.024
N -1.48 -1.20 0.61 0.118
N 1.35 1.29 -1.03 0.098
N 0.68 0.45 -0.41 -0.337
O 0.79 0.34 0.79 -0.095
H 1.93 1.71 -0.28 0.077
H -1.60 -1.48 1.59 0.124
H -0.12 -0.22 -0.79 0.039

Entry 6:
9
Properties=species:S:1:pos:R:3:lowdin_charge:R:1 method="wB97M-V/def2-TZVPD" homo_energy_ha=-0.3413 relative_energy_ev=3.573 smiles="C=[N+]([O-])O.N#N" gap_ev=10.15
C -0.10 -0.44 -0.61 0.007
N 0.40 0.68 -0.18 -0.416
O 0.71 1.75 -0.69 -0.011
O 0.60 0.65 1.22 0.019
H 0.09 -1.30 0.10 0.122
H -0.41 -0.59 -1.60 0.066
H 0.84 1.58 1.36 0.121
N -3.35 0.46 0.55 0.061
N -2.60 0.22 -0.22 0.033